ORCA calculation (wB97M-V/def2-TZVPD) on a gas-phase ion, C4H12NS2 (charge +1).

The value obtained for the electronic energy is -1010.4376 hartree. The calculation puts the LUMO energy at -0.1270 Eh. As for the charge: +1. The value obtained for the energy above the lowest of the compared OMol25 structures with the same formula, charge and spin is 152.1 kJ/mol. The frontier orbital gap is 8.921 eV.

Bonds (Å) are listed after each position.
Cartesian coordinates (Å):
1 C -2.228 -3.226 0.819  S2 1.724, H8 1.110, H9 1.083, H10 1.099
2 S -1.437 -1.852 1.496  C1 1.724, S3 1.903
3 S -1.439 -0.332 0.350  S2 1.903, C4 1.824
4 C 0.030 -0.122 -0.711  S3 1.824, C5 1.571, H11 1.093, H12 1.094
5 C 0.695 1.298 -0.620  C4 1.571, C6 1.527, N7 1.523, H13 1.101
6 C 2.214 1.368 -0.757  C5 1.527, H14 1.104, H15 1.086, H16 1.094
7 N 0.266 1.967 0.680  C5 1.523, H17 1.021, H18 1.022, H19 1.029
8 H -3.160 -3.631 1.267  C1 1.110
9 H -1.539 -4.061 0.784  C1 1.083
10 H -2.779 -3.023 -0.111  C1 1.099
11 H -0.435 -0.157 -1.699  C4 1.093
12 H 0.848 -0.822 -0.517  C4 1.094
13 H 0.359 1.819 -1.531  C5 1.101
14 H 2.718 2.287 -1.105  C6 1.104
15 H 2.435 0.642 -1.534  C6 1.086
16 H 2.751 1.319 0.194  C6 1.094
17 H -0.738 2.061 0.840  N7 1.021
18 H 0.818 1.534 1.422  N7 1.022
19 H 0.622 2.931 0.732  N7 1.029

Results of the natural (NBO) charge analysis, in e, for atoms 1 through 2: atom 1 (C): -0.848, atom 2 (S): 0.193